1.
Computed, not measured: a cluster of 6 separate species, C24H48O6 in total, with ωB97M-V/def2-TZVPD.

Its spin multiplicity is 2. The value obtained for the HOMO-LUMO gap (spin up / spin down) is 0.3566 / 0.1269 Ha. Its charge is +1.

Atoms and positions in Å:
C1 0.9807 -1.4025 0.6905
C2 -0.0347 -0.8197 -0.3538
C3 -1.4586 -1.2260 0.1800
O1 -1.1641 -0.8876 1.5135
C4 0.2448 -0.7709 1.8557
H1 1.9897 -0.9913 0.6588
H2 0.9502 -2.4919 0.7067
H3 0.3203 -1.2544 -1.2882
H4 0.1068 0.2565 -0.4534
H5 -1.7121 -2.2760 0.0339
H6 -2.1807 -0.5202 -0.2307
H7 0.5821 -1.1922 2.8028
H8 0.4912 0.2905 1.8267
C5 3.6768 0.7884 3.3451
C6 4.1486 -0.7428 3.3106
C7 4.8810 -0.7998 1.9651
O2 4.3786 0.3359 1.2285
C8 4.1668 1.4692 2.1051
H9 4.0218 1.2895 4.2495
H10 2.5869 0.7967 3.3616
H11 3.2454 -1.3529 3.3000
H12 4.8549 -0.9105 4.1237
H13 4.6868 -1.7470 1.4619
H14 5.9504 -0.6342 2.0958
H15 3.3852 2.0619 1.6299
H16 5.0336 2.1099 2.2671
C9 -4.1236 -2.0490 -3.7096
C10 -4.4156 -0.5879 -3.6906
C11 -4.8379 -0.2724 -2.3053
O3 -4.1593 -1.2238 -1.5384
C12 -3.8066 -2.3760 -2.2131
H17 -3.2569 -2.2429 -4.3414
H18 -4.9379 -2.7138 -3.9978
H19 -5.1691 -0.3650 -4.4461
H20 -3.4898 -0.0739 -3.9490
H21 -5.9165 -0.4139 -2.2365
H22 -4.4857 0.7248 -2.0413
H23 -4.2400 -3.3213 -1.8864
H24 -2.7167 -2.3706 -2.1971
C13 2.1624 5.1051 -1.7137
C14 2.3742 3.6932 -2.1310
C15 2.7979 3.1209 -0.8136
O4 2.2728 3.9346 0.1955
C16 1.5648 5.0413 -0.3479
H25 1.4851 5.6780 -2.3471
H26 3.0255 5.7669 -1.7873
H27 3.0422 3.6817 -2.9922
H28 1.3881 3.3429 -2.4359
H29 3.8841 3.0677 -0.7396
H30 2.2612 2.1753 -0.7357
H31 1.7072 5.8801 0.3334
H32 0.5069 4.7820 -0.3911
C17 0.1222 -5.3770 -1.0549
C18 0.4241 -4.3696 -2.0614
C19 -0.7457 -4.4493 -2.8589
O5 -1.7310 -4.4872 -1.8891
C20 -1.2643 -5.0798 -0.7021
H33 0.8112 -5.3397 -0.2110
H34 0.2633 -6.3738 -1.4727
H35 1.3484 -4.5361 -2.6146
H36 0.5835 -3.3949 -1.6002
H37 -0.7315 -5.3280 -3.5038
H38 -0.8460 -3.5978 -3.5320
H39 -1.9507 -5.8350 -0.3193
H40 -1.1084 -4.3501 0.0925
C21 -1.9139 3.0676 1.6455
C22 -2.6983 2.9334 2.9189
C23 -1.7982 2.0148 3.7412
O6 -0.4619 2.2312 3.2789
C24 -0.4431 2.9908 2.0752
H41 -2.2607 3.8471 0.9672
H42 -2.1665 2.1640 1.0907
H43 -3.6386 2.3971 2.7916
H44 -2.7740 3.9577 3.2837
H45 -2.1739 1.0139 3.5288
H46 -1.9879 2.0719 4.8131
H47 0.1703 2.4812 1.3322
H48 -0.0775 3.9848 2.3329

---

2.
Computed, not measured: a cluster of 8 separate species, C24H48O8 in total, with ωB97M-V/def2-TZVPD.

The energy above the lowest of the compared OMol25 structures with the same formula, charge and spin comes out at 38.6 kcal per mole. The SMILES is CC(C)=O.CC(C)=O.CC(C)=O.CC(C)=O.CC(C)=O.CC(C)=O.CC(C)=O.CC(C)=O. The value obtained for the HOMO-LUMO gap is 0.3372 Ha. Its charge is 0.

Atoms and positions in Å:
C1 1.4781 -4.8377 -2.3534
C2 2.8000 -4.7035 -1.6426
O1 3.8915 -4.7471 -2.1950
C3 2.6637 -4.4639 -0.1857
H1 0.8694 -3.9816 -2.0625
H2 0.9891 -5.7191 -1.9384
H3 1.5309 -4.9394 -3.4374
H4 2.1346 -3.5275 -0.0090
H5 3.6701 -4.3952 0.2273
H6 2.1838 -5.2964 0.3287
C4 -0.2577 -4.0481 2.3884
C5 -0.0370 -3.4469 3.7474
O2 0.3518 -4.0997 4.7103
C6 -0.2785 -1.9810 3.8188
H7 -1.3211 -4.0096 2.1519
H8 0.0625 -5.0812 2.5236
H9 0.2998 -3.4955 1.6321
H10 -0.0160 -1.7331 4.8473
H11 -1.3054 -1.6154 3.8187
H12 0.3161 -1.3366 3.1713
C7 -0.0359 -1.2135 -4.6380
C8 -1.0190 -1.0527 -5.8050
O3 -1.0666 -0.0144 -6.4131
C9 -1.7748 -2.2124 -6.3896
H13 0.2900 -2.2500 -4.5511
H14 -0.4740 -1.1152 -3.6447
H15 0.7891 -0.5016 -4.6623
H16 -1.0352 -2.9371 -6.7299
H17 -2.3420 -1.8688 -7.2547
H18 -2.4195 -2.6668 -5.6372
C10 -0.7782 2.3154 3.8723
C11 0.6477 2.5215 4.2903
O4 1.4705 2.8741 3.4978
C12 1.0788 1.8760 5.5670
H19 -0.9264 1.2916 3.5289
H20 -1.0081 3.0145 3.0682
H21 -1.4532 2.5244 4.7023
H22 0.8542 2.4846 6.4430
H23 2.1466 1.6615 5.6116
H24 0.5110 0.9749 5.7988
C13 -2.8434 3.9071 -0.5409
C14 -3.0842 5.2734 -1.1508
O5 -2.2804 5.8460 -1.8779
C15 -4.4222 5.9590 -0.8554
H25 -2.4681 4.0639 0.4703
H26 -1.9589 3.4401 -0.9741
H27 -3.6845 3.2140 -0.5240
H28 -5.1059 5.6337 -1.6396
H29 -4.3253 7.0426 -0.7883
H30 -4.7963 5.5363 0.0771
C16 1.6331 0.4721 1.1072
C17 0.4147 0.5653 0.2030
O6 -0.5148 1.3615 0.3654
C18 0.3046 -0.3956 -0.9621
H31 1.5474 -0.3349 1.8348
H32 1.7087 1.4089 1.6594
H33 2.4164 0.1851 0.4056
H34 -0.5109 -1.0937 -0.7729
H35 1.2095 -0.9707 -1.1584
H36 0.0897 0.1929 -1.8540
C19 5.1181 1.1695 4.2169
C20 4.7744 0.7361 2.7812
O7 4.5579 -0.4576 2.5508
C21 4.6200 1.8036 1.7158
H37 5.0936 0.3560 4.9419
H38 4.4513 1.9870 4.4913
H39 6.1708 1.4525 4.2123
H40 4.3527 1.2883 0.7933
H41 5.4965 2.3785 1.4170
H42 3.8308 2.5429 1.8518
C22 -4.2788 0.5551 -4.2605
C23 -3.7327 1.3076 -3.0388
O8 -4.1461 2.3879 -2.7753
C24 -2.6613 0.5919 -2.1973
H43 -5.0401 1.1502 -4.7650
H44 -4.6859 -0.4337 -4.0494
H45 -3.4845 0.3052 -4.9638
H46 -2.4584 1.2398 -1.3445
H47 -1.8043 0.4997 -2.8645
H48 -2.9839 -0.4152 -1.9332

---

3.
Computed, not measured: a cluster of 8 separate species, C24H49BCl14NO3S in total, with ωB97M-V/def2-TZVPD.

Its spin multiplicity is 2. The value obtained for the HOMO-LUMO gap (spin up / spin down) is 0.3215 / 0.3296 Ha. Its charge is 0.

Atoms and positions in Å:
C1 0.9817 1.3691 1.7401
C2 2.5581 1.7633 2.1433
C3 3.3483 1.8085 0.6700
C4 2.5219 3.2773 2.7360
C5 2.9610 3.4690 4.2943
S1 1.3309 3.5376 5.2897
C6 3.6985 4.9349 4.6156
B1 5.1476 5.1174 3.8603
O1 6.4032 4.4055 4.1915
O2 5.2282 6.0543 2.6840
C7 3.8331 2.2552 4.9525
C8 4.2064 1.0379 3.9213
C9 5.6187 1.2968 3.1320
C10 4.4799 -0.2971 4.8939
N1 3.0288 0.6755 3.0594
O3 2.0279 0.0868 3.7370
H1 0.6624 2.0645 0.8268
H2 0.9170 0.2390 1.3631
H3 0.2214 1.6024 2.6010
H4 3.7499 0.7451 0.3750
H5 4.2387 2.6040 0.6732
H6 2.6102 2.1597 -0.1704
H7 1.3968 3.6698 2.6553
H8 3.1231 3.9613 1.9640
H9 0.7973 4.8361 5.1004
H10 3.0058 5.8416 4.3260
H11 3.9344 4.9285 5.7860
H12 6.8762 4.1847 3.3179
H13 5.6418 6.9207 3.0306
H14 3.1941 1.7621 5.8320
H15 4.8470 2.5887 5.4633
H16 5.5586 2.2000 2.3673
H17 6.0208 0.3085 2.6442
H18 6.4186 1.6169 3.9557
H19 3.6483 -0.3896 5.7298
H20 4.5197 -1.2870 4.2305
H21 5.5351 -0.0921 5.3975
Cl1 0.0446 2.9519 -1.2537
C11 -0.1267 1.7249 -2.5331
C12 -1.4374 0.9617 -2.4262
Cl2 -1.4875 -0.0915 -0.9898
H22 0.7361 1.0537 -2.4784
H23 -0.0839 2.2563 -3.4885
H24 -1.5620 0.3129 -3.2977
H25 -2.2957 1.6391 -2.3795
Cl3 1.7355 -2.1188 -0.5214
C13 0.7629 -3.4718 -1.1499
C14 0.7725 -3.5299 -2.6693
Cl4 -0.1054 -2.1625 -3.4003
H26 -0.2536 -3.3715 -0.7568
H27 1.1963 -4.3894 -0.7410
H28 0.2750 -4.4424 -3.0096
H29 1.7923 -3.5286 -3.0663
Cl5 -3.1418 -1.4358 -4.2267
C15 -4.5449 -2.5318 -4.1883
C16 -4.6465 -3.2903 -2.8744
Cl6 -3.3317 -4.4770 -2.6793
H30 -4.4683 -3.2126 -5.0418
H31 -5.4349 -1.9109 -4.3277
H32 -5.5849 -3.8507 -2.8401
H33 -4.6217 -2.6131 -2.0150
Cl7 -7.4305 -4.5785 -4.4638
C17 -7.2877 -5.7888 -5.7625
C18 -5.8601 -6.2835 -5.9332
Cl8 -4.7829 -5.0196 -6.5792
H34 -7.6734 -5.3446 -6.6854
H35 -7.9393 -6.6241 -5.4891
H36 -5.8366 -7.1126 -6.6459
H37 -5.4394 -6.6353 -4.9861
Cl9 -5.8417 -1.6789 0.8154
C19 -5.5613 -0.1938 -0.1266
C20 -6.8325 0.3182 -0.7852
Cl10 -7.3984 -0.7610 -2.0852
H38 -4.7805 -0.4016 -0.8649
H39 -5.1777 0.5558 0.5718
H40 -6.6471 1.2937 -1.2433
H41 -7.6450 0.4303 -0.0605
Cl11 6.2414 -4.3248 3.7840
C21 4.5255 -4.7842 3.9102
C22 3.7218 -4.3453 2.6963
Cl12 3.5537 -2.5737 2.6055
H42 4.1257 -4.3559 4.8346
H43 4.4958 -5.8742 4.0001
H44 2.7098 -4.7558 2.7521
H45 4.1792 -4.6902 1.7638
Cl13 -2.9162 5.5757 -3.5302
C23 -3.0875 4.3487 -4.8095
C24 -4.3982 3.5855 -4.7026
Cl14 -4.4483 2.5323 -3.2662
H46 -2.2247 3.6775 -4.7549
H47 -3.0447 4.8801 -5.7649
H48 -4.5228 2.9367 -5.5741
H49 -5.2565 4.2629 -4.6559

---

Respective max |F| values: 4.73 2.52 3.53 eV/Å.
Respective electronic energy values: -1394.1616 -1545.1095 -8089.9299 Eh.